No. 1
# C9H20N5

2 unconnected molecules or ions with the total composition C9H20N5 in a non-equilibrium geometry (ωB97M-V/def2-TZVPD, the OMol25 dataset).

Computed properties:
largest force on an atom: 4.45 eV Å⁻¹
orbital gap (spin up / spin down): 7.2880 / 7.2885 eV
charge: +1
spin multiplicity: 1

Last column: natural (NBO) charge in e.
Geometry (Å):
C1 3.677 1.669 0.798  -0.261
C2 2.562 1.385 -0.008  -0.038
C3 1.427 -1.330 0.260  0.251
C4 -4.914 0.541 -0.871  -0.608
C5 0.516 -2.000 1.121  -0.488
C6 -3.568 0.775 -0.217  -0.383
C7 -0.908 -1.925 0.530  -0.371
C8 -2.635 -0.478 -0.480  -0.401
C9 -1.452 -0.495 0.429  -0.382
N1 4.839 1.121 0.433  0.012
N2 4.926 -0.022 -0.112  -0.410
N3 2.072 -1.430 -0.745  0.001
N4 3.019 -1.392 -1.538  -0.559
N5 1.477 2.284 0.291  -0.770
H1 3.728 2.539 1.330  0.186
H2 -5.471 -0.177 -0.310  0.216
H3 -4.645 0.175 -1.835  0.204
H4 -5.507 1.462 -0.994  0.219
H5 0.753 -3.066 1.234  0.262
H6 0.595 -1.366 2.172  0.228
H7 -3.099 1.725 -0.377  0.196
H8 -3.588 0.726 0.893  0.187
H9 -1.538 -2.544 1.074  0.220
H10 -0.836 -2.379 -0.398  0.205
H11 -2.217 -0.414 -1.502  0.202
H12 -3.113 -1.417 -0.318  0.209
H13 -0.638 0.125 0.044  0.163
H14 -1.603 -0.151 1.516  0.198
H15 5.684 -0.195 -0.778  0.410
H16 4.020 -0.395 -0.483  0.395
H17 2.846 -0.951 -2.389  0.366
H18 1.761 2.971 0.952  0.396
H19 0.697 1.753 0.856  0.477
H20 1.136 2.878 -0.580  0.469

***

No. 2
# C9H20N5O3Se2Ti

A molecular structure, C9H20N5O3Se2Ti (ωB97M-V/def2-TZVPD, the OMol25 dataset).

Computed properties:
largest force on an atom: 0.48 eV Å⁻¹
orbital gap: 7.1782 eV
charge: +3
spin multiplicity: 1

Last column: natural (NBO) charge in e.
Geometry (Å):
Ti1 -0.016 -0.625 -0.485  1.533
C1 -2.117 1.754 2.216  -0.650
C2 -2.236 0.551 1.321  0.228
C3 -3.543 -0.191 1.397  -0.663
O1 -1.060 -0.402 1.565  -0.771
C4 -1.684 0.753 -0.091  0.754
O2 -1.808 -0.264 -0.916  -0.594
O3 -0.613 1.378 -0.263  -0.565
H1 -2.234 1.448 3.255  0.265
H2 -2.923 2.453 1.989  0.276
H3 -1.164 2.263 2.092  0.236
H4 -3.752 -0.463 2.433  0.264
H5 -3.556 -1.082 0.772  0.239
H6 -4.348 0.470 1.072  0.283
H7 -1.273 -1.022 2.280  0.544
C5 0.641 1.458 -3.380  -0.736
Se1 1.082 -0.359 -2.792  0.547
C6 2.970 -0.173 -2.272  -0.558
C7 3.188 0.830 -1.160  -0.542
Se2 2.234 0.241 0.459  0.529
C8 2.006 1.941 1.398  -0.727
H8 1.337 1.689 -4.185  0.280
H9 0.709 2.166 -2.561  0.247
H10 -0.373 1.403 -3.771  0.280
H11 3.504 0.120 -3.178  0.298
H12 3.295 -1.179 -2.006  0.266
H13 2.832 1.830 -1.403  0.256
H14 4.244 0.889 -0.891  0.294
H15 3.009 2.309 1.605  0.283
H16 1.494 1.713 2.329  0.269
H17 1.439 2.628 0.778  0.257
N1 2.038 -5.485 -0.095  -0.532
N2 1.149 -4.522 -0.229  0.261
N3 -0.128 -4.817 -0.479  -0.189
C9 -0.671 -3.637 -0.597  0.221
N4 0.250 -2.658 -0.414  -0.506
N5 1.432 -3.266 -0.168  -0.048
H18 1.654 -6.419 -0.053  0.458
H19 2.945 -5.233 0.267  0.443
H20 -1.715 -3.472 -0.820  0.269

***

No. 3
# C9H20NS

A gas-phase ion, C9H20NS (charge +1) in a non-equilibrium geometry (ωB97M-V/def2-TZVPD, the OMol25 dataset).

Computed properties:
largest force on an atom: 5.61 eV Å⁻¹
orbital gap: 10.1914 eV
SMILES: C=C(C)[C@](C)([NH2+]C)C(C)(C)S
charge: +1
spin multiplicity: 1

Last column: natural (NBO) charge in e.
Geometry (Å):
C1 1.347 0.782 2.065  -0.325
C2 1.173 0.238 0.897  -0.082
C3 2.337 0.159 0.021  -0.677
C4 -0.166 -0.198 0.315  0.130
C5 -1.251 -0.229 1.525  -0.632
N1 -0.145 -1.574 -0.331  -0.571
C6 -0.256 -2.772 0.538  -0.428
C7 -0.761 0.786 -0.805  -0.070
C8 -0.136 0.764 -2.191  -0.710
C9 -0.700 2.244 -0.250  -0.651
S1 -2.627 0.343 -1.075  -0.093
H1 0.554 0.842 2.841  0.216
H2 2.381 0.868 2.375  0.230
H3 3.390 0.647 0.219  0.276
H4 2.177 0.527 -1.000  0.225
H5 2.706 -0.987 -0.163  0.205
H6 -2.176 -0.822 1.263  0.250
H7 -1.371 0.760 1.775  0.238
H8 -0.706 -0.729 2.317  0.221
H9 0.687 -1.666 -0.982  0.443
H10 -0.925 -1.440 -1.053  0.468
H11 0.715 -3.022 0.895  0.231
H12 -0.706 -2.459 1.484  0.245
H13 -0.613 -3.648 0.037  0.250
H14 -0.425 -0.063 -2.971  0.232
H15 -0.453 1.777 -2.731  0.259
H16 0.971 0.840 -2.308  0.235
H17 0.083 2.164 0.530  0.230
H18 -0.405 2.912 -1.040  0.235
H19 -1.711 2.422 0.172  0.243
H20 -2.987 0.534 -2.370  0.177

***

No. 4
# C9H20O4SSi

C9H20O4SSi in the gas phase in a non-equilibrium geometry (ωB97M-V/def2-TZVPD, the OMol25 dataset).

Computed properties:
largest force on an atom: 2.21 eV Å⁻¹
orbital gap: 9.3535 eV
SMILES: CO[Si](CCCOC[C@@H]1CS1)(OC)OC
spin multiplicity: 1

Last column: natural (NBO) charge in e.
Geometry (Å):
C1 2.294 -0.903 3.023  -0.260
O1 2.049 -1.501 1.791  -0.905
Si1 1.055 -0.659 0.784  2.353
C2 0.985 -1.639 -0.777  -0.962
C3 0.219 -0.824 -1.781  -0.441
C4 -1.234 -0.716 -1.361  -0.092
O2 -2.064 -0.009 -2.236  -0.523
C5 -1.734 1.358 -2.352  -0.081
C6 -1.813 2.131 -1.060  -0.366
C7 -3.216 2.381 -0.538  -0.500
S1 -2.339 3.826 -1.070  0.151
O3 1.652 0.879 0.479  -0.908
C8 2.966 1.022 0.034  -0.244
O4 -0.493 -0.585 1.373  -0.915
C9 -0.986 -1.709 2.046  -0.256
H1 2.974 -0.035 2.913  0.172
H2 2.836 -1.668 3.634  0.194
H3 1.358 -0.529 3.458  0.175
H4 0.533 -2.614 -0.631  0.237
H5 2.026 -1.825 -1.062  0.243
H6 0.699 0.154 -1.816  0.198
H7 0.347 -1.174 -2.800  0.213
H8 -1.316 -0.274 -0.363  0.202
H9 -1.667 -1.692 -1.239  0.181
H10 -2.449 1.786 -3.061  0.198
H11 -0.721 1.481 -2.813  0.168
H12 -1.022 1.850 -0.345  0.238
H13 -3.405 2.255 0.518  0.223
H14 -4.040 2.105 -1.166  0.221
H15 3.487 0.069 0.180  0.172
H16 3.461 1.803 0.633  0.186
H17 2.998 1.344 -1.041  0.179
H18 -1.639 -2.313 1.378  0.174
H19 -1.636 -1.412 2.893  0.190
H20 -0.164 -2.362 2.374  0.184

***

In eV, the DFT total energy values for the records above are, in order, -17093.1766, -177028.9221, -21973.6552, -36561.8180.
In kJ/mol, the energy above the lowest of the compared OMol25 structures with the same formula, charge and spin values for the records above are, in order, 820.24, 25.77, 39.09, 0.00.